2 unconnected molecules or ions with the total composition C2HOS2 in a non-equilibrium geometry. Source: the Open Molecules 2025 dataset; level of theory: ωB97M-V with the def2-TZVPD basis set.

Last columns: bonded neighbours and bond lengths (Å).
Element x y z (Å)
1 C 0.68548 -0.48287 -0.57026  S5 1.580, H6 1.031
2 C -0.94596 0.30638 0.66009  O3 1.187, S4 1.602
3 O -0.73634 0.18105 1.82217  C2 1.187
4 S -1.73127 1.04770 -0.52294  C2 1.602
5 S 2.05472 -0.57873 0.21244  C1 1.580
6 H 0.67337 -0.47352 -1.60151  C1 1.031

Frontier orbital gap   6.1 eV
Total energy   -25807.359 eV
LUMO   3.6 eV
Charge   -1
Multiplicity   1
Energy above the lowest of the compared OMol25 structures with the same formula, charge and spin   141.0 kJ/mol

Atomic partial charges in e from the Mulliken method, atoms 1 to 2:
1 C -0.44
2 C 0.45

---

A gas-phase ion, C8H12N3 (charge +1) in a non-equilibrium geometry. Source: the Open Molecules 2025 dataset; level of theory: ωB97M-V with the def2-TZVPD basis set.

Last columns: bonded neighbours and bond lengths (Å).
Element x y z (Å)
1 C -1.77818 -0.21253 1.30252  N2 1.465, H12 1.124, H13 1.151, H14 1.091
2 N -1.48846 0.07691 -0.10363  C1 1.465, C3 1.456, N4 1.416, N11 1.476
3 C -2.73517 0.08242 -0.85512  N2 1.456, H15 1.081, H16 1.054, H17 1.070
4 N -0.63126 1.16542 -0.39663  N2 1.416, C5 1.440, H18 1.007
5 C 0.73295 0.73452 -0.23050  N4 1.440, C6 1.389, C10 1.422
6 C 1.90667 1.46166 -0.08268  C5 1.389, C7 1.429, H19 1.076
7 C 3.10035 0.68034 -0.01012  C6 1.429, C8 1.386, H20 1.090
8 C 3.09525 -0.69952 -0.14014  C7 1.386, C9 1.450, H21 1.080
9 C 1.88010 -1.47840 -0.00182  C8 1.450, C10 1.388, H22 1.055
10 C 0.74820 -0.68374 -0.12494  C5 1.422, C9 1.388, N11 1.622
11 N -0.77182 -1.17887 -0.40053  N2 1.476, C10 1.622, H23 1.052
12 H -1.46313 0.65923 1.93898  C1 1.124
13 H -2.90798 -0.22745 1.52312  C1 1.151
14 H -1.20771 -1.10026 1.57899  C1 1.091
15 H -3.54204 0.62092 -0.37852  C3 1.081
16 H -2.51378 0.38383 -1.84096  C3 1.054
17 H -3.15553 -0.89739 -0.94404  C3 1.070
18 H -0.68284 1.89208 0.29866  N4 1.007
19 H 2.06851 2.52388 -0.02907  C6 1.076
20 H 4.03244 1.22269 0.14778  C7 1.090
21 H 4.07533 -1.12198 0.02248  C8 1.080
22 H 1.88028 -2.52278 0.15061  C9 1.055
23 H -0.64218 -1.38095 -1.42447  N11 1.052

Frontier orbital gap   10.1 eV
Total energy   -12950.795 eV
SMILES string   C[N+]1(C)Nc2ccccc2N1
LUMO   -2.7 eV
Charge   +1
Multiplicity   1
Energy above the lowest of the compared OMol25 structures with the same formula, charge and spin   387.4 kJ/mol

Atomic partial charges in e from the Mulliken method, atoms 1 to 2:
1 C -0.58
2 N 0.84

---

A gas-phase ion, C4H10NO (charge -1) in a non-equilibrium geometry. Source: the Open Molecules 2025 dataset; level of theory: ωB97M-V with the def2-TZVPD basis set.

Last columns: bonded neighbours and bond lengths (Å).
Element x y z (Å)
1 C -0.57791 1.78097 0.47923  N2 1.464, H7 1.091, H8 1.081, H9 1.098
2 N 0.57532 1.13779 1.11056  C1 1.464, C3 1.508, H10 1.015
3 C 1.07329 -0.12346 0.44989  N2 1.508, C4 1.528, H11 1.100, H12 1.095
4 C 0.03744 -1.17536 0.05659  C3 1.528, C5 1.580, H13 1.087, H14 1.084
5 C -0.35643 -1.20400 -1.47312  C4 1.580, O6 1.344, H15 1.137, H16 1.124
6 O -0.90722 -0.05653 -1.90626  C5 1.344
7 H -0.41270 2.85980 0.49122  C1 1.091
8 H -1.53276 1.59891 0.95279  C1 1.081
9 H -0.59683 1.45988 -0.57042  C1 1.098
10 H 0.49446 0.84209 2.07787  N2 1.015
11 H 1.62342 -0.57779 1.28663  C3 1.100
12 H 1.82020 0.09605 -0.32042  C3 1.095
13 H 0.18458 -2.19775 0.39666  C4 1.087
14 H -0.90102 -0.86446 0.50208  C4 1.084
15 H 0.59867 -1.55349 -1.98174  C5 1.137
16 H -1.12251 -2.02265 -1.55156  C5 1.124

Frontier orbital gap   6.7 eV
Total energy   -7846.473 eV
SMILES string   CNCCC[O-]
LUMO   4.4 eV
Charge   -1
Multiplicity   1
Energy above the lowest of the compared OMol25 structures with the same formula, charge and spin   102.6 kJ/mol

Atomic partial charges in e from the Mulliken method, atoms 1 to 2:
1 C -0.67
2 N -0.45

---

8 unconnected molecules or ions with the total composition C29H73BBrO23S8 in a non-equilibrium geometry. Source: the Open Molecules 2025 dataset; level of theory: ωB97M-V with the def2-TZVPD basis set.

Last columns: bonded neighbours and bond lengths (Å).
Element x y z (Å)
1 C -2.39473 -2.96575 11.25854  C2 1.557, H14 1.093, H15 1.096, H16 1.093
2 C -1.91563 -3.98315 10.18107  C1 1.557, S3 1.853, H17 1.093, H18 1.092
3 S -3.32948 -5.05199 9.64200  C2 1.853, C4 1.834
4 C -2.75092 -5.61019 7.99386  S3 1.834, C5 1.554, H19 1.105, H20 1.094
5 C -1.21841 -5.84736 7.89139  C4 1.554, O6 1.384, C9 1.605, H21 1.114
6 O -0.54734 -6.36492 8.98614  C5 1.384, B7 1.494
7 B 0.82514 -5.77541 8.99614  O6 1.494, O8 1.494, H22 1.222, H23 1.229
8 O 0.84034 -4.81983 7.84758  B7 1.494, C9 1.398
9 C -0.35558 -4.72865 7.12931  C5 1.605, O8 1.398, C10 1.547, H24 1.102
10 C -0.23968 -5.28501 5.69040  C9 1.547, C11 1.546, H25 1.098, H26 1.095
11 C 0.37762 -4.28905 4.68218  C10 1.546, C12 1.544, H27 1.095, H28 1.101
12 C -0.56953 -3.13913 4.27647  C11 1.544, Br13 1.995, H29 1.092, H30 1.091
13 Br -1.60158 -3.61474 2.63630  C12 1.995
14 H -2.24369 -1.95303 10.87596  C1 1.093
15 H -1.75287 -3.10130 12.13616  C1 1.096
16 H -3.43034 -3.16433 11.54795  C1 1.093
17 H -1.53407 -3.51694 9.26966  C2 1.093
18 H -1.14255 -4.62684 10.60601  C2 1.092
19 H -2.98763 -4.80628 7.27382  C4 1.105
20 H -3.32712 -6.47386 7.64761  C4 1.094
21 H -1.16788 -6.69288 7.16742  C5 1.114
22 H 1.75742 -6.56586 8.98062  B7 1.222
23 H 1.03144 -5.13922 10.02754  B7 1.229
24 H -0.68197 -3.68527 7.26424  C9 1.102
25 H -1.22509 -5.59445 5.31786  C10 1.098
26 H 0.44682 -6.13653 5.74800  C10 1.095
27 H 1.35448 -3.92554 5.01845  C11 1.095
28 H 0.58237 -4.86118 3.76388  C11 1.101
29 H 0.02753 -2.26925 3.99380  C12 1.092
30 H -1.27466 -2.87090 5.06442  C12 1.091
31 O 5.10796 -6.96870 5.20004  S32 1.435
32 S 5.03815 -5.54633 5.37706  O31 1.435, O33 1.432, O34 1.611, C37 1.764
33 O 3.85673 -4.80979 5.03971  S32 1.432
34 O 6.30014 -4.87408 4.63519  S32 1.611, C35 1.433
35 C 6.48065 -5.15400 3.24165  O34 1.433, C36 1.519, H38 1.093, H39 1.090
36 C 5.47848 -4.42084 2.36758  C35 1.519, H40 1.090, H41 1.091, H42 1.091
37 C 5.48871 -5.13941 7.03320  S32 1.764, H43 1.087, H44 1.090, H45 1.087
38 H 6.44358 -6.23197 3.06593  C35 1.093
39 H 7.48838 -4.82192 2.99164  C35 1.090
40 H 4.46309 -4.77159 2.55073  C36 1.090
41 H 5.70321 -4.57782 1.31114  C36 1.091
42 H 5.49519 -3.35135 2.58066  C36 1.091
43 H 6.40178 -5.66880 7.29241  C37 1.087
44 H 4.66784 -5.45781 7.67563  C37 1.090
45 H 5.62236 -4.06326 7.10600  C37 1.087
46 O -5.77508 -1.71936 3.18178  S47 1.435
47 S -5.08658 -0.77707 2.34708  O46 1.435, O48 1.436, O49 1.612, C52 1.762
48 O -4.48167 0.40309 2.89908  S47 1.436
49 O -6.07086 -0.34338 1.14634  S47 1.612, C50 1.433
50 C -7.35612 0.19652 1.48011  O49 1.433, C51 1.518, H53 1.093, H54 1.090
51 C -7.29091 1.61747 2.01035  C50 1.518, H55 1.090, H56 1.091, H57 1.090
52 C -3.89155 -1.62345 1.36736  S47 1.762, H58 1.087, H59 1.101, H60 1.088
53 H -7.86719 -0.46410 2.18498  C50 1.093
54 H -7.93282 0.18898 0.55503  C50 1.090
55 H -6.77577 1.66215 2.96948  C51 1.090
56 H -8.29588 2.01776 2.15074  C51 1.091
57 H -6.74565 2.26176 1.32019  C51 1.090
58 H -4.35733 -2.49870 0.92146  C52 1.087
59 H -3.06544 -1.93089 2.02788  C52 1.101
60 H -3.52201 -0.94309 0.60300  C52 1.088
61 O 7.93565 -2.61203 0.24612  S62 1.434
62 S 7.35451 -1.92025 -0.86773  O61 1.434, O63 1.436, O64 1.606, C67 1.765
63 O 6.37582 -0.88670 -0.67508  S62 1.436
64 O 6.78253 -2.99899 -1.91034  S62 1.606, C65 1.442
65 C 5.82364 -3.96754 -1.44082  O64 1.442, C66 1.516, H68 1.093, H69 1.090
66 C 4.45863 -3.35120 -1.20675  C65 1.516, H70 1.090, H71 1.091, H72 1.088
67 C 8.64181 -1.28332 -1.89423  S62 1.765, H73 1.087, H74 1.088, H75 1.087
68 H 6.19456 -4.46366 -0.54074  C65 1.093
69 H 5.75144 -4.72731 -2.21860  C65 1.090
70 H 4.48831 -2.62689 -0.39311  C66 1.090
71 H 3.72644 -4.11624 -0.94567  C66 1.091
72 H 4.12208 -2.82401 -2.09700  C66 1.088
73 H 9.37411 -2.06628 -2.07114  C67 1.087
74 H 9.09753 -0.45198 -1.36073  C67 1.088
75 H 8.20609 -0.93361 -2.82677  C67 1.087
76 O -7.30252 4.40698 -0.51278  S77 1.435
77 S -7.01476 5.49920 -1.39849  O76 1.435, O78 1.436, O79 1.607, C82 1.765
78 O -7.96011 5.91430 -2.39586  S77 1.436
79 O -5.58791 5.24591 -2.09358  S77 1.607, C80 1.437
80 C -5.36920 4.02087 -2.81282  O79 1.437, C81 1.516, H83 1.093, H84 1.090
81 C -6.07454 3.97875 -4.15462  C80 1.516, H85 1.090, H86 1.091, H87 1.091
82 C -6.54049 6.91183 -0.45203  S77 1.765, H88 1.087, H89 1.088, H90 1.087
83 H -5.65459 3.16743 -2.19313  C80 1.093
84 H -4.29312 3.95628 -2.97233  C80 1.090
85 H -7.15786 3.98131 -4.03698  C81 1.090
86 H -5.79736 3.07615 -4.70064  C81 1.091
87 H -5.81264 4.85141 -4.75393  C81 1.091
88 H -5.80256 6.61182 0.28710  C82 1.087
89 H -7.43652 7.28649 0.03782  C82 1.088
90 H -6.14020 7.66635 -1.12428  C82 1.087
91 O 3.50849 -0.80657 -3.07820  S92 1.433
92 S 3.22113 0.59741 -3.05616  O91 1.433, O93 1.437, O94 1.608, C97 1.764
93 O 1.97989 1.11596 -3.56235  S92 1.437
94 O 4.43666 1.38605 -3.75390  S92 1.608, C95 1.434
95 C 4.79481 1.02305 -5.09448  O94 1.434, C96 1.518, H98 1.093, H99 1.090
96 C 3.79072 1.51944 -6.11905  C95 1.518, H100 1.090, H101 1.091, H102 1.091
97 C 3.46065 1.20697 -1.41856  S92 1.764, H103 1.088, H104 1.088, H105 1.087
98 H 4.93268 -0.05865 -5.16765  C95 1.093
99 H 5.76328 1.48455 -5.28633  C95 1.090
100 H 2.82382 1.03303 -5.99325  C96 1.090
101 H 4.14062 1.31251 -7.13110  C96 1.091
102 H 3.63108 2.59281 -6.00960  C96 1.091
103 H 4.41383 0.84134 -1.04160  C97 1.088
104 H 2.64198 0.82689 -0.81082  C97 1.088
105 H 3.43477 2.29361 -1.44138  C97 1.087
106 O -3.21190 1.53935 -6.03490  S107 1.435
107 S -2.13623 2.47822 -6.17819  O106 1.435, O108 1.438, O109 1.608, C112 1.764
108 O -2.36428 3.89387 -6.07213  S107 1.438
109 O -1.35907 2.17615 -7.55351  S107 1.608, C110 1.435
110 C -2.11791 2.17628 -8.77143  O109 1.435, C111 1.518, H113 1.093, H114 1.090
111 C -2.50452 3.57592 -9.21397  C110 1.518, H115 1.090, H116 1.091, H117 1.091
112 C -0.82976 2.04387 -5.07487  S107 1.764, H118 1.086, H119 1.088, H120 1.087
113 H -2.99782 1.53716 -8.66707  C110 1.093
114 H -1.47888 1.72236 -9.52835  C110 1.090
115 H -3.19246 4.03886 -8.50691  C111 1.090
116 H -2.99360 3.54903 -10.18833  C111 1.091
117 H -1.62260 4.21531 -9.27529  C111 1.091
118 H -0.61851 0.98170 -5.15761  C112 1.086
119 H -1.16673 2.28204 -4.06828  C112 1.088
120 H 0.04639 2.63736 -5.32386  C112 1.087
121 O 1.84677 8.26708 -7.78343  S122 1.435
122 S 0.83524 8.92211 -7.00381  O121 1.435, O123 1.435, O124 1.606, C127 1.766
123 O 1.02513 9.18210 -5.60555  S122 1.435
124 O -0.55816 8.15148 -7.21135  S122 1.606, C125 1.439
125 C -0.60561 6.74370 -6.91674  O124 1.439, C126 1.516, H128 1.093, H129 1.090
126 C -0.59346 6.45783 -5.42842  C125 1.516, H130 1.090, H131 1.087, H132 1.090
127 C 0.37366 10.43123 -7.79540  S122 1.766, H133 1.087, H134 1.088, H135 1.087
128 H 0.21143 6.22583 -7.42572  C125 1.093
129 H -1.53682 6.37301 -7.34421  C125 1.090
130 H 0.34923 6.76103 -4.97232  C126 1.090
131 H -0.72844 5.39496 -5.24485  C126 1.087
132 H -1.38825 7.00973 -4.92556  C126 1.090
133 H 0.19849 10.23924 -8.85046  C127 1.087
134 H 1.20033 11.12684 -7.66914  C127 1.088
135 H -0.51863 10.82171 -7.31296  C127 1.087

Frontier orbital gap   4.9 eV
Total energy   -235748.963 eV
LUMO   1.2 eV
Charge   -1
Multiplicity   1

Atomic partial charges in e from the Mulliken method, atoms 1 to 2:
1 C -1.08
2 C 0.18